[1]
ORCA calculation (ωB97M-V/def2-TZVPD) on a molecular structure, C16H22FIrN5O7Se in a non-equilibrium geometry.

Structure (XYZ):
```
53
Properties=species:S:1:pos:R:3:forces:R:3
O -0.564456 1.944341 0.157921 0.28 -1.89 -1.61
C -1.007205 10.205506 -1.827643 0.21 -0.26 -0.45
N -0.355383 8.283848 -0.444349 -0.19 0.28 -0.17
H 0.552089 5.435453 4.921867 0.08 -0.05 -0.12
O 2.172273 -1.121465 0.745339 -2.68 -0.55 0.31
C -0.177263 6.565666 1.252934 0.09 0.26 0.01
H 0.629382 8.994763 1.276545 -0.01 0.04 0.00
N -2.317723 -0.504169 -0.618604 0.26 0.44 -0.17
H -2.888353 0.005006 0.041996 0.03 -0.09 0.10
H -0.107128 10.814592 -1.890587 -0.07 0.05 0.15
H -1.623287 10.434427 -2.695398 -0.07 0.07 0.10
H -1.855990 -1.828625 0.881237 0.18 0.17 0.17
H -2.098239 11.523636 -0.630637 -0.03 -0.06 0.01
F -0.330207 6.166567 -2.343074 0.04 0.10 -0.01
O 0.246861 0.982455 4.102424 -0.48 -1.22 -0.28
N -1.736265 10.569231 -0.578123 -0.15 0.05 -0.02
H 0.471790 6.771093 3.792819 0.11 -0.11 -0.04
H -0.307965 3.810778 -1.418323 -0.03 0.02 -0.04
H -1.581963 8.150249 -2.132412 0.03 0.05 -0.02
H 0.232115 3.333590 4.358913 -0.05 -0.04 0.01
H -0.152806 7.331701 2.009919 -0.07 0.03 0.02
Se 2.801093 0.035077 -0.272747 1.25 0.78 -0.73
C -0.096237 2.554520 2.423389 -0.04 -1.70 -0.73
C -0.299432 5.890595 -1.026219 0.00 -0.27 0.03
H -2.813690 -0.808815 -1.446280 0.01 -0.19 0.08
O 4.308748 0.031819 -0.648657 1.12 -0.23 -0.25
C -0.287543 4.578948 -0.658197 -0.04 0.32 -0.04
C -0.126902 1.089725 2.958439 1.19 3.49 0.64
C 0.077797 3.572818 3.314439 -0.01 0.23 -0.09
C -1.461419 6.084204 4.508936 0.16 0.01 -0.03
N -1.505495 -1.469649 -0.007292 2.14 0.96 -0.23
C -0.268146 6.947717 -0.081583 -0.05 -0.41 0.29
C -0.285502 2.803959 1.048575 0.24 1.52 1.73
C -0.014547 5.843615 4.086735 -0.34 0.26 0.27
H -2.541021 9.943663 -0.493774 0.00 0.09 0.05
C -0.702993 8.706203 -1.803037 0.05 -0.15 -0.04
H -1.499181 6.790550 5.335964 -0.01 0.03 0.00
H -1.477972 10.115862 1.473401 -0.10 0.03 -0.11
O 2.166491 1.380122 0.428987 -1.86 -0.44 0.13
H -1.296077 -2.241101 -0.637062 -0.14 -0.03 -0.01
C 0.219969 9.357891 0.339483 -0.01 -0.03 -0.09
N 0.034948 4.871977 2.987421 0.16 -0.28 0.02
Ir 0.291810 -0.113351 0.122730 0.52 2.89 3.55
O -0.613978 0.252770 2.127054 -0.06 -2.95 -2.01
H -1.911045 5.150086 4.842780 -0.05 0.00 0.01
H -2.054065 6.475186 3.681619 -0.03 0.02 0.00
C -0.215001 4.212451 0.692548 -0.14 -0.49 -0.39
H -0.385128 11.366023 0.864444 -0.15 0.08 -0.12
C -0.854840 10.411431 0.630980 0.53 -0.17 0.47
C -0.113072 5.227584 1.662621 -0.06 -0.19 -0.31
H 0.098205 8.511530 -2.521344 -0.05 0.07 -0.02
O 1.663042 -0.147868 -1.499691 -1.74 -0.59 -0.09
H 1.054107 9.806816 -0.209823 0.02 0.01 0.09
```
Positions in Å, forces in eV/Å.

Properties
Total charge   +2
Energy relative to the best compared isomer or geometry (same formula, charge and spin)   0.840 eV
Multiplicity   2
HOMO-LUMO gap (spin up / spin down)   0.222 / 0.197 Ha
Highest occupied orbital energy (spin up / spin down)   -0.512 / -0.511 hartree
E_tot   -109612.1875 eV
E_LUMO (spin up / spin down)   -7.9 / -8.5 eV

[2]
ORCA calculation (ωB97M-V/def2-TZVPD) on C2H7NS in the gas phase in a non-equilibrium geometry.

Structure (XYZ):
```
11
Properties=species:S:1:pos:R:3:forces:R:3
H -1.856308 -1.470859 -0.422447 -0.17 -0.18 -0.16
H 1.001312 -0.133837 1.664246 -0.16 0.18 0.39
H 1.896660 1.370403 1.384494 0.06 -0.09 0.02
C 0.991653 0.816979 1.142173 0.20 -0.22 -1.00
H 0.141133 1.447281 1.378028 -0.18 -0.16 -0.08
C -0.421763 -0.238138 -1.236851 0.50 0.34 0.35
N -1.231734 -0.735166 -0.143700 -0.31 0.33 -0.41
H -0.681929 -1.056135 0.617620 0.48 -0.43 0.52
H -0.974667 0.538477 -1.759682 0.04 0.09 -0.07
H -0.053378 -0.964976 -1.966120 -0.38 -0.23 -0.01
S 1.189022 0.425970 -0.657761 -0.07 0.37 0.46
```
Positions in Å, forces in eV/Å.

Properties
Total charge   0
Energy relative to the best compared isomer or geometry (same formula, charge and spin)   0.345 eV
Multiplicity   1
HOMO-LUMO gap   0.351 Ha
Highest occupied orbital energy   -0.313 hartree
E_tot   -14512.3162 eV
Structure (SMILES)   CSCN
E_LUMO   1.0 eV

[3]
ORCA calculation (ωB97M-V/def2-TZVPD) on C4H7NO2 in the gas phase.

Structure (XYZ):
```
14
Properties=species:S:1:pos:R:3:forces:R:3
C 0.115448 -0.175525 0.936855 0.07 -0.12 0.08
H 2.276441 1.421050 -0.007058 -0.13 -0.01 -0.08
H -1.454264 -1.693840 1.194908 0.07 0.14 -0.09
H -0.138937 -2.012759 0.149226 -0.10 0.01 0.05
C 0.721649 0.056012 -0.424607 -0.10 0.27 0.17
N -0.782796 -1.303000 0.533076 -0.10 -0.13 0.01
H 0.734142 2.268360 -0.280529 0.01 -0.16 -0.01
C 1.351195 1.407609 -0.597875 0.12 0.04 -0.08
C -1.493281 -0.696304 -0.709194 -0.22 -0.14 -0.03
H 1.644521 1.568455 -1.640619 -0.05 -0.02 0.17
H 0.835566 -0.500098 1.691416 -0.07 0.04 -0.15
O -0.668633 0.145829 -1.191268 -0.13 -0.09 -0.02
H -0.556033 0.602092 1.354785 0.12 -0.03 -0.13
O -2.585018 -1.087880 -1.009116 0.51 0.19 0.11
```
Positions in Å, forces in eV/Å.

Properties
Total charge   0
Energy relative to the best compared isomer or geometry (same formula, charge and spin)   3.561 eV
Multiplicity   1
HOMO-LUMO gap   0.279 Ha
Highest occupied orbital energy   -0.264 hartree
E_tot   -9843.7189 eV
E_LUMO   0.4 eV

[4]
ORCA calculation (ωB97M-V/def2-TZVPD) on C3H5NS2 in the gas phase in a non-equilibrium geometry.

Structure (XYZ):
```
11
Properties=species:S:1:pos:R:3:forces:R:3
C 1.599854 -1.172429 0.038992 1.47 -1.82 -1.37
H -1.451164 0.969114 1.369468 0.03 1.13 -3.68
N -0.073570 0.628009 -0.340086 0.89 -2.73 -0.04
C 0.171441 -0.771230 -0.230001 -0.22 1.19 1.20
H -1.275963 2.204397 -0.172025 -1.07 1.37 -0.19
H 0.830331 1.230048 -0.470302 -2.44 -1.42 0.62
H -2.422655 0.452027 -0.264344 3.39 2.71 0.38
H 1.915648 -2.262293 0.081943 -1.92 1.02 0.25
S 3.002457 -0.383097 -0.028543 -0.28 1.44 0.13
S -0.889028 -2.088977 -0.068201 0.62 2.12 -0.34
C -1.407353 1.194432 0.083098 -0.46 -5.03 3.04
```
Positions in Å, forces in eV/Å.

Properties
Total charge   0
Energy relative to the best compared isomer or geometry (same formula, charge and spin)   3.154 eV
Multiplicity   1
HOMO-LUMO gap   0.271 Ha
Highest occupied orbital energy   -0.328 hartree
E_tot   -26349.5788 eV
Structure (SMILES)   CNC(=S)C=S
E_LUMO   -1.6 eV